# 1
DFT (wB97M-V/def2-TZVPD) results for C3H2F2S in the gas phase at a distorted geometry.

Calculated values
DFT total energy: -713.36820 hartree
structure (SMILES): F/C=C(/F)C=S
relative energy (zero: lowest compared OMol25 entry of this formula, charge and spin): 9.1 kcal per mole
Kohn-Sham gap: 8.12 eV

```
8
C3H2F2S | the OMol25 dataset | wB97M-V/def2-TZVPD
F 2.48640 -0.08711 -0.02121
C 1.52607 -0.20807 0.95640
C 0.23253 -0.04199 0.63026
F -0.70370 -0.20344 1.63308
C -0.23302 0.26623 -0.74318
S -1.73268 0.15764 -1.25260
H 1.95345 -0.47748 1.92322
H 0.57172 0.47317 -1.44931
```

---

# 2
DFT (wB97M-V/def2-TZVPD) results for a molecular structure, C12H7ClIN2O5PdS2 at a distorted geometry.

Calculated values
multiplicity: 3
DFT total energy: -2629.42209 hartree
relative energy (zero: lowest compared OMol25 entry of this formula, charge and spin): 8.7 kcal per mole
Kohn-Sham gap (alpha / beta): 6.85 / 6.85 eV
net charge: -1

```
31
C12H7ClIN2O5PdS2 | the OMol25 dataset | wB97M-V/def2-TZVPD
Pd 0.45068 -1.42044 -0.00560
Cl -2.20237 3.99843 2.97943
C -1.03048 2.91025 2.29464
C 0.24574 2.87680 2.81545
C 1.17393 2.00093 2.28425
I 3.14595 1.90816 3.00145
C 0.90489 1.11226 1.23917
O 1.78005 0.30770 0.77887
C -0.42943 1.20071 0.69069
N -0.68152 0.39157 -0.36555
C -1.89572 0.37066 -0.88997
C -2.93112 1.16960 -0.40076
C -2.69612 2.02867 0.64370
C -1.41022 2.07478 1.22763
H 0.51881 3.51713 3.64191
H -2.03679 -0.28326 -1.74239
H -3.90465 1.13769 -0.86450
H -3.48209 2.66072 1.02990
S 3.14841 -0.58222 -3.65426
C 2.42315 -2.14271 -3.75017
C 1.47028 -2.28526 -2.79510
N 1.28823 -1.18687 -2.01290
C 2.08136 -0.21196 -2.34795
H 2.73353 -2.84053 -4.50099
H 0.86979 -3.16429 -2.61280
H 2.11906 0.73133 -1.84257
O -0.82033 -4.46937 1.78845
S -0.35332 -3.31713 1.07233
O -0.58987 -2.01634 1.79096
O 1.11981 -3.34061 0.77161
O -1.00964 -3.13640 -0.26491
```

---

# 3
DFT (wB97M-V/def2-TZVPD) results for 14 unconnected molecules or ions with the total composition C42H112O42S14 at a distorted geometry.

Calculated values
DFT total energy: -10401.61868 hartree
relative energy (zero: lowest compared OMol25 entry of this formula, charge and spin): 232.9 kcal per mole
Kohn-Sham gap: 11.01 eV

```
210
C42H112O42S14 | the OMol25 dataset | wB97M-V/def2-TZVPD
O -7.75226 -2.34992 -7.79806
S -6.62418 -3.29287 -7.77435
O -5.31938 -3.03419 -7.18885
O -7.22102 -4.69023 -7.05996
C -7.40595 -4.72583 -5.60984
C -6.13429 -5.23734 -4.92234
C -6.39952 -4.20336 -9.44421
H -8.26402 -5.34666 -5.35216
H -7.60539 -3.68397 -5.35920
H -5.96906 -6.30775 -5.04496
H -6.15160 -4.95464 -3.86977
H -5.20380 -4.80083 -5.28532
H -5.59040 -4.92328 -9.32117
H -6.07577 -3.43854 -10.15013
H -7.31795 -4.76015 -9.63014
O 4.79120 -8.12605 10.29586
S 5.68474 -6.96272 10.17245
O 5.41129 -5.75716 10.85743
O 7.19950 -7.48776 10.56701
C 8.27875 -6.63404 10.53523
C 9.14609 -6.76897 11.83047
C 6.02620 -6.70854 8.34676
H 7.84626 -5.64388 10.39156
H 8.93371 -6.94051 9.71963
H 8.54341 -6.47896 12.69115
H 10.14342 -6.34333 11.94125
H 9.21892 -7.85288 11.91971
H 6.39750 -7.61178 7.86263
H 6.65032 -5.81735 8.41282
H 4.99899 -6.59240 8.00113
O -3.33580 3.17700 -11.27129
S -2.03422 3.74895 -11.65812
O -1.40824 3.38885 -12.93405
O -2.10190 5.40016 -11.66265
C -2.99417 6.02006 -10.69680
C -2.67037 7.48626 -10.61878
C -0.77640 3.56926 -10.28815
H -2.89178 5.65507 -9.67485
H -4.00941 5.87280 -11.06517
H -3.14181 7.91107 -11.50500
H -1.59354 7.61713 -10.51203
H -3.09129 8.07675 -9.80500
H 0.23915 3.77441 -10.62677
H -0.88065 2.54118 -9.94133
H -1.16827 4.09412 -9.41691
O 3.41315 9.34270 -3.36655
S 3.41000 9.07956 -4.80498
O 2.22903 8.64687 -5.50120
O 4.13568 10.41044 -5.54194
C 4.91888 11.24090 -4.78092
C 5.36223 12.52025 -5.44629
C 4.66815 7.84685 -5.15393
H 5.76196 10.61370 -4.49118
H 4.43840 11.49101 -3.83504
H 6.02253 12.43802 -6.30963
H 5.83704 13.23904 -4.77847
H 4.46591 13.07154 -5.73055
H 5.59384 8.41119 -5.04115
H 4.52822 7.42428 -6.14890
H 4.47761 7.12206 -4.36243
O -4.81522 0.49430 11.71597
S -3.46621 0.98128 11.48778
O -2.29527 0.15179 11.82497
O -3.32184 1.43392 9.88156
C -4.38497 1.90403 9.11031
C -4.24714 1.41849 7.64416
C -3.30508 2.73805 12.10660
H -4.29690 2.99047 9.10868
H -5.39099 1.64487 9.44024
H -3.17333 1.45008 7.45966
H -4.65179 2.01054 6.82329
H -4.47804 0.35986 7.52548
H -4.07821 3.46089 11.84606
H -2.34937 3.16684 11.80515
H -3.38966 2.58221 13.18207
O -5.17167 10.20043 1.23597
S -3.97483 10.01569 0.38648
O -4.01474 8.93809 -0.59350
O -3.79250 11.39555 -0.50681
C -2.59284 11.56199 -1.23622
C -2.77709 12.67709 -2.28593
C -2.45649 10.04060 1.37131
H -2.32287 10.68741 -1.82812
H -1.71776 11.73183 -0.60893
H -2.78169 13.67856 -1.85565
H -3.75564 12.60566 -2.76073
H -1.97062 12.64686 -3.01860
H -2.33780 11.07726 1.68651
H -1.54741 9.64216 0.92086
H -2.61571 9.43087 2.26068
O 9.04203 9.12905 -0.84813
S 9.17202 8.83352 0.59378
O 10.12664 7.84655 0.99656
O 9.52908 10.24448 1.37988
C 8.98461 11.45723 0.89154
C 9.87514 12.10986 -0.15135
C 7.47952 8.48858 1.28550
H 8.97969 12.10824 1.76576
H 7.93946 11.32098 0.61371
H 10.95077 12.19765 0.00167
H 9.56509 13.13595 -0.34916
H 9.82382 11.53746 -1.07754
H 7.01495 7.74068 0.64290
H 6.88530 9.38822 1.12531
H 7.73425 8.15285 2.29073
O -12.66908 8.14706 -8.55568
S -12.43325 6.81840 -8.00366
O -12.65949 5.63741 -8.82503
O -10.83876 6.89538 -7.43823
C -10.25679 5.61682 -7.15056
C -9.34640 5.85474 -5.95881
C -13.27849 6.66095 -6.39438
H -9.64646 5.40209 -8.02777
H -10.95599 4.79557 -6.99318
H -8.47664 6.50069 -6.07871
H -8.97999 4.93769 -5.49745
H -9.85098 6.36455 -5.13808
H -14.34302 6.54382 -6.59721
H -13.08133 7.58690 -5.85414
H -12.74393 5.80035 -5.99223
O 4.15658 -3.36812 -7.33062
S 4.57090 -3.80955 -8.63818
O 3.57885 -3.80402 -9.71770
O 5.90723 -2.96471 -9.03651
C 6.42576 -2.95667 -10.40914
C 6.18070 -1.77991 -11.20596
C 5.13680 -5.59274 -8.53065
H 6.14406 -3.89036 -10.89594
H 7.49958 -3.13716 -10.45858
H 6.32636 -0.88363 -10.60299
H 5.18007 -1.80039 -11.63772
H 6.90364 -1.63819 -12.00931
H 4.23592 -6.20635 -8.52905
H 5.77827 -5.61466 -7.64968
H 5.67062 -5.83603 -9.44932
O 3.07882 5.27263 8.03441
S 3.91035 4.10810 8.31168
O 5.35836 4.23840 8.38097
O 3.34123 3.34996 9.67747
C 3.95168 2.31185 10.32058
C 4.75202 2.88854 11.45935
C 3.49534 2.77610 7.08635
H 4.59039 1.93570 9.52143
H 3.30968 1.46941 10.57797
H 5.31760 3.79261 11.23379
H 5.47100 2.11551 11.73058
H 4.16689 3.17178 12.33427
H 3.76087 3.12961 6.09004
H 2.43460 2.52627 7.10884
H 4.20144 1.96277 7.25376
O -5.41649 -5.48308 11.02025
S -4.60359 -6.36530 10.11256
O -3.93472 -7.54063 10.65475
O -5.54162 -6.79103 8.80595
C -6.47304 -5.96256 8.19028
C -6.24842 -6.09817 6.62430
C -3.40759 -5.39567 9.13354
H -6.30444 -4.90525 8.39470
H -7.51776 -6.13522 8.44884
H -6.87272 -6.87571 6.18411
H -5.20205 -6.28619 6.38373
H -6.52043 -5.21590 6.04490
H -2.91655 -6.11470 8.47783
H -2.64499 -5.09319 9.85120
H -3.87503 -4.59375 8.56209
O -0.49606 -13.69462 4.53603
S -1.68587 -12.81684 4.48961
O -1.54307 -11.35675 4.36007
O -2.86759 -13.36185 3.42864
C -3.09147 -14.78351 3.31195
C -2.26695 -15.27450 2.17502
C -2.68253 -12.94423 6.09188
H -4.14745 -14.87608 3.05814
H -2.87415 -15.26851 4.26361
H -2.53060 -16.30945 1.95709
H -1.18502 -15.29193 2.30617
H -2.49162 -14.72987 1.25796
H -2.24434 -12.28575 6.84188
H -2.64812 -13.97056 6.45734
H -3.64593 -12.52146 5.80691
O -1.03106 2.04807 0.86044
S -0.48423 1.08655 -0.14503
O 0.91065 1.22842 -0.63931
O -0.83784 -0.43581 0.35163
C 0.19325 -1.40698 0.49169
C -0.34055 -2.74151 1.08254
C -1.56193 1.11564 -1.68005
H 1.09354 -1.07462 1.00854
H 0.48735 -1.64491 -0.53056
H 0.46830 -3.28572 1.57009
H -0.63426 -3.36234 0.23614
H -1.20495 -2.59692 1.73062
H -2.58526 1.05789 -1.30916
H -1.24560 0.35264 -2.39129
H -1.24217 2.05123 -2.13887
O 5.53343 -12.43499 -1.15995
S 5.07181 -11.40916 -2.13844
O 5.70551 -10.08498 -2.19268
O 5.14854 -12.04012 -3.66586
C 5.45579 -13.46616 -3.81216
C 4.31105 -14.47348 -3.41816
C 3.25121 -11.12107 -1.98482
H 6.33353 -13.76298 -3.23806
H 5.70812 -13.62637 -4.86038
H 3.88545 -14.23573 -2.44325
H 4.53679 -15.53845 -3.36374
H 3.53509 -14.41860 -4.18168
H 3.07971 -10.63557 -1.02409
H 2.81674 -12.11905 -1.92677
H 2.97879 -10.57632 -2.88878
```

---

# 4
DFT (wB97M-V/def2-TZVPD) results for a gas-phase ion, C2HIN5O (charge -1) at a distorted geometry.

Calculated values
DFT total energy: -723.44947 hartree
relative energy (zero: lowest compared OMol25 entry of this formula, charge and spin): 22.5 kcal per mole
Kohn-Sham gap: 8.03 eV
net charge: -1

```
10
C2HIN5O | the OMol25 dataset | wB97M-V/def2-TZVPD
C -0.33404 -1.30696 -0.34845
C 0.62640 -0.06969 -0.20205
N -0.06757 -2.45984 -0.93524
N -1.55842 -1.29354 0.23481
N -1.14395 -3.20940 -0.66167
N -1.93793 -2.53145 0.05194
N 0.09059 0.33844 -1.38494
O -0.74693 1.27047 -1.24386
I 2.72315 -0.54017 -0.20947
H 0.39566 0.53446 0.64260
```

---

# 5
DFT (wB97M-V/def2-TZVPD) results for a molecular structure, C14H22N2O3PPtSeTe at a distorted geometry.

Calculated values
multiplicity: 3
DFT total energy: -4012.10070 hartree
Kohn-Sham gap (alpha / beta): 6.02 / 6.83 eV
net charge: -1

```
45
C14H22N2O3PPtSeTe | the OMol25 dataset | wB97M-V/def2-TZVPD
Pt -0.97314 -0.01491 0.91644
C -3.40622 -0.53345 -0.98540
N -1.93604 -0.25392 -1.10013
C -1.21032 -1.28261 -1.80469
C -1.61520 1.09089 -1.70740
C -2.05069 2.15777 -0.71892
C -2.74175 3.32411 -1.10894
C -3.23944 4.23241 -0.18375
C -3.06919 3.95746 1.16412
C -2.43406 2.75366 1.50366
C -1.93053 1.84948 0.59592
H -3.98587 -0.35516 -1.86563
H -3.87526 0.11725 -0.22598
H -3.47522 -1.59969 -0.77311
H -1.36577 -1.33814 -2.89258
H -1.46383 -2.30217 -1.50451
H -0.15356 -1.05912 -1.65916
H -2.03101 1.26214 -2.68723
H -0.56007 1.14323 -1.82908
H -2.91270 3.44752 -2.13207
H -3.83352 5.10570 -0.50936
H -3.57878 4.51352 1.93868
H -2.31969 2.52131 2.52868
Se -4.93205 -1.99372 2.99054
C -3.45037 -1.34847 2.29026
N -2.33190 -1.08640 2.02999
C 1.85313 -4.07561 0.75702
C 2.09986 -2.75174 1.42077
O 3.10308 -1.91523 0.75170
P 2.58764 -0.98537 -0.45085
O 2.04055 -1.79356 -1.56202
Te 1.30459 0.91364 0.23830
O 4.03167 -0.30866 -0.75553
C 4.57214 0.51161 0.27066
C 6.07056 0.76156 0.00900
H 1.05169 -4.61980 1.15919
H 2.77259 -4.68641 0.75284
H 1.64191 -4.08679 -0.24568
H 2.63876 -2.95208 2.34987
H 1.20940 -2.20399 1.60533
H 4.49123 -0.05140 1.16684
H 4.04473 1.43243 0.40614
H 6.59384 -0.14801 0.11045
H 6.49574 1.47050 0.70790
H 6.27306 1.18020 -0.96229
```

---

# 6
DFT (wB97M-V/def2-TZVPD) results for a gas-phase ion, C5H13N2 (charge +1) at a distorted geometry.

Calculated values
DFT total energy: -307.47051 hartree
structure (SMILES): C=C(N)C[C@H](C)[NH3+]
relative energy (zero: lowest compared OMol25 entry of this formula, charge and spin): 94.8 kcal per mole
Kohn-Sham gap: 9.66 eV
net charge: +1

```
20
C5H13N2 | the OMol25 dataset | wB97M-V/def2-TZVPD
C 0.73038 1.78816 1.47663
C -0.11252 0.86866 0.86896
N -1.52450 0.65895 1.31903
C 0.55254 -0.67707 0.61104
C 0.32354 -1.18287 -0.86511
C 1.25830 -0.69908 -1.97761
N -1.05228 -0.55448 -1.14727
H 1.71811 1.39042 1.62286
H 0.56978 2.81440 1.70978
H -1.45060 0.03326 2.07457
H -1.65021 1.49206 1.84955
H 0.06734 -1.12886 1.43038
H 1.57138 -0.45366 0.82115
H 0.26846 -2.24649 -0.83750
H 1.58661 0.30782 -1.91312
H 0.68796 -0.78138 -3.01843
H 2.11322 -1.40530 -1.75372
H -1.55604 -0.39631 -0.25206
H -0.79116 0.20842 -1.82529
H -1.61076 -1.15238 -1.79400
```

---

# 7
DFT (wB97M-V/def2-TZVPD) results for 2 unconnected molecules or ions with the total composition C6H18NO at a distorted geometry.

Calculated values
multiplicity: 2
DFT total energy: -369.19133 hartree
relative energy (zero: lowest compared OMol25 entry of this formula, charge and spin): 65.9 kcal per mole
Kohn-Sham gap (alpha / beta): 3.85 / 11.58 eV

```
26
C6H18NO | the OMol25 dataset | wB97M-V/def2-TZVPD
C 0.61945 -1.55200 0.53812
C 0.95670 -0.08252 -0.08077
C -0.31839 0.71596 -0.30601
C -1.09322 1.13935 0.88104
C -0.49138 2.19676 1.69736
C -0.18572 3.43033 0.84888
N 1.43831 -0.37365 -1.59342
H -0.32680 -1.85343 0.03300
H 0.46911 -1.43716 1.59760
H 1.36196 -2.21676 0.50376
H 1.78881 0.61278 0.36156
H -0.87597 0.21483 -1.15332
H -0.03411 1.71475 -0.68037
H -2.19390 1.33630 0.75624
H -1.29102 0.20162 1.54814
H 0.45180 1.92370 2.31320
H -1.21404 2.46770 2.39401
H 0.36671 3.35490 -0.02266
H -1.13333 3.76293 0.62523
H 0.39495 4.26894 1.32780
H 0.62225 -0.87596 -1.84354
H 2.20521 -1.03031 -1.70524
H 1.71608 0.56360 -1.95135
H -0.84983 -5.10966 -0.77140
H -1.30211 -4.57635 -2.28419
O -0.89358 -4.47427 -1.42078
```

---

# 8
DFT (wB97M-V/def2-TZVPD) results for a molecular structure, C14H8IrN4O4S at a distorted geometry.

Calculated values
multiplicity: 6
DFT total energy: -1559.92080 hartree
Kohn-Sham gap (alpha / beta): 8.28 / 5.56 eV
net charge: +2

```
32
C14H8IrN4O4S | the OMol25 dataset | wB97M-V/def2-TZVPD
Ir -0.69640 1.70685 -1.58535
O -1.90738 -0.02006 -1.75146
C -2.36740 -0.85887 -0.98076
C -2.21736 -0.89392 0.45017
C -2.68085 -2.00676 1.15729
C -2.52288 -2.07022 2.53097
C -2.01044 -0.98845 3.26051
C -1.56248 0.12274 2.60271
C -1.57366 0.20060 1.16139
O -1.01951 1.18391 0.60710
N -2.86819 -3.31687 3.25694
O -2.79528 -3.25508 4.44927
O -3.15368 -4.25178 2.56425
H -2.95772 -1.68117 -1.41830
H -3.14702 -2.83571 0.63932
H -1.97239 -1.05842 4.34134
H -1.15583 0.96616 3.14097
N 5.61878 2.17957 0.03206
C 4.78372 1.61005 -0.49726
C 3.74241 0.90382 -1.15573
C 3.97179 -0.32705 -1.77379
C 2.91433 -0.94790 -2.41795
C 1.66851 -0.33707 -2.40762
N 1.45646 0.82381 -1.78977
C 2.45791 1.44813 -1.18377
H 4.95276 -0.77970 -1.74655
H 3.04626 -1.89252 -2.92263
H 0.82676 -0.79329 -2.90945
H 2.24086 2.39421 -0.70700
S -0.34486 6.37252 -1.65399
C -0.38414 4.79331 -1.64262
N -0.34307 3.60920 -1.65030
```